Record 1
Formula: C22H32AsN5RhTe
Source: the Open Molecules 2025 dataset
Level of theory: the ωB97M-V functional and the def2-TZVPD basis

Geometry as ORCA input:
```
! RIJCOSX wB97M-V def2-TZVPD def2/J DEFGRID3
* xyz -1 5
Rh -0.331 -0.183 -2.373
C -2.788 2.757 -1.847
As -1.073 1.893 -1.485
C 0.100 3.384 -1.920
C -1.120 1.902 0.493
C -1.155 3.202 1.219
C 0.010 3.961 1.372
C 0.003 5.141 2.094
C -1.166 5.593 2.693
C -2.327 4.842 2.562
C -2.320 3.666 1.831
H -2.855 3.667 -1.247
H -3.601 2.083 -1.577
H -2.876 2.999 -2.904
H -0.094 4.219 -1.245
H -0.080 3.698 -2.946
H 1.137 3.069 -1.824
H -0.235 1.333 0.783
H -1.993 1.294 0.738
H 0.928 3.593 0.929
H 0.915 5.717 2.199
H -1.172 6.514 3.262
H -3.237 5.177 3.045
H -3.230 3.083 1.736
C 0.733 -1.018 4.572
C -0.564 -1.691 4.123
C -1.684 -0.662 3.992
C -0.379 -2.453 2.793
N -0.148 -1.613 1.663
C -0.877 -1.552 0.483
N -0.133 -0.896 -0.403
N 1.035 -0.595 0.143
N 1.106 -1.017 1.394
H 0.576 -0.454 5.495
H 1.086 -0.343 3.794
H 1.515 -1.761 4.746
H -0.853 -2.438 4.873
H -1.416 0.083 3.239
H -1.845 -0.145 4.940
H -2.624 -1.133 3.693
H -1.290 -3.018 2.580
H 0.450 -3.173 2.902
H -1.875 -1.925 0.349
Te -0.967 0.958 -4.526
C -0.354 -4.159 -2.465
C 1.067 -3.927 -2.882
C 1.958 -4.966 -3.052
C 3.284 -4.736 -3.408
C 3.738 -3.428 -3.568
C 2.893 -2.352 -3.405
C 3.355 -0.933 -3.545
C 1.513 -2.576 -3.078
N 0.686 -1.562 -2.974
H -0.636 -5.207 -2.579
H -1.029 -3.533 -3.050
H -0.491 -3.877 -1.418
H 1.610 -5.984 -2.904
H 3.958 -5.570 -3.560
H 4.778 -3.251 -3.821
H 4.421 -0.887 -3.774
H 3.164 -0.388 -2.618
H 2.797 -0.422 -4.332
*
```

Properties
**⟨S²⟩**: 6.080
**ΔE to the lowest compared entry with this formula, charge and spin**: 35.2 kcal per mole
**LUMO level (alpha / beta)**: 0.096 / 0.065 Ha
**HOMO (alpha / beta)**: -1.13 / -3.82 eV

Record 2
Formula: C4H9ClNO4S2
Source: the Open Molecules 2025 dataset
Level of theory: the ωB97M-V functional and the def2-TZVPD basis

Geometry as ORCA input:
```
! RIJCOSX wB97M-V def2-TZVPD def2/J DEFGRID3
* xyz -1 1
C 2.265 0.059 0.489
S 1.704 1.331 -0.644
O 2.247 2.570 -0.183
O 2.235 0.951 -1.926
N 0.096 1.319 -0.814
S -0.750 1.495 0.537
O 0.008 1.558 1.761
O -1.678 2.579 0.387
C -1.840 0.065 0.619
C -1.193 -1.278 0.305
C -0.997 -1.544 -1.164
Cl 0.173 -2.899 -1.365
H 1.471 -0.440 1.014
H 2.953 0.543 1.165
H 2.824 -0.653 -0.103
H -2.732 0.259 0.038
H -2.133 0.037 1.661
H -0.284 -1.385 0.879
H -1.869 -2.044 0.680
H -0.572 -0.706 -1.694
H -1.929 -1.816 -1.641
*
```

Properties
**LUMO level**: 0.114 Ha
**HOMO**: -5.72 eV

Record 3
Formula: C4H3N2OP
Source: the Open Molecules 2025 dataset
Level of theory: the ωB97M-V functional and the def2-TZVPD basis

Geometry as ORCA input:
```
! RIJCOSX wB97M-V def2-TZVPD def2/J DEFGRID3
* xyz 0 1
C 1.884 1.317 -0.722
C -0.138 0.186 -1.751
C 0.148 0.003 0.899
C -0.975 -0.940 0.820
N 2.252 2.384 -0.673
N -1.001 0.374 -2.489
O 0.402 0.714 1.803
P 1.255 -0.343 -0.604
H -1.881 -0.540 1.125
H -1.160 -1.564 -0.085
H -0.787 -1.591 1.677
*
```

Properties
**Structure (SMILES)**: CC(=O)P(C#N)C#N
**ΔE to the lowest compared entry with this formula, charge and spin**: 2.5 kcal per mole
**LUMO level**: -0.005 Ha
**HOMO**: -10.42 eV

Record 4
Formula: C2H10O2S
Source: the Open Molecules 2025 dataset
Level of theory: the ωB97M-V functional and the def2-TZVPD basis

Geometry as ORCA input:
```
! RIJCOSX wB97M-V def2-TZVPD def2/J DEFGRID3
* xyz 0 1
C 0.812 0.289 1.436
C 1.260 1.589 0.754
S -0.096 2.680 0.194
H 1.266 0.097 2.410
H 1.092 -0.559 0.813
H -0.269 0.275 1.573
H 1.848 2.272 1.350
H 1.815 1.299 -0.140
H -0.796 1.800 -0.522
H -0.843 -0.249 -1.973
H -0.605 -1.641 -2.529
O -0.987 -0.786 -2.763
H -1.193 -2.777 0.424
H -1.725 -2.258 -0.973
O -1.579 -2.032 -0.052
*
```

Properties
**Structure (SMILES)**: CCS.O.O
**ΔE to the lowest compared entry with this formula, charge and spin**: 10.9 kcal per mole
**LUMO level**: 0.016 Ha
**HOMO**: -9.03 eV

Record 5
Formula: C4H5NO
Source: the Open Molecules 2025 dataset
Level of theory: the ωB97M-V functional and the def2-TZVPD basis

Geometry as ORCA input:
```
! RIJCOSX wB97M-V def2-TZVPD def2/J DEFGRID3
* xyz 0 1
C -0.887 0.701 -1.720
C -0.248 0.175 -0.538
C 0.432 -1.031 -0.383
C 0.426 0.222 1.474
H -0.358 0.615 -2.756
H -1.044 1.872 -1.068
H -1.914 0.333 -1.939
H 0.511 -2.007 -1.165
H 0.581 0.608 2.479
N -0.196 0.975 0.556
O 0.657 -1.081 0.945
*
```

Properties
**ΔE to the lowest compared entry with this formula, charge and spin**: 67.2 kcal per mole
**LUMO level**: 0.036 Ha
**HOMO**: -8.85 eV

Record 6
Formula: C4H9FS
Source: the Open Molecules 2025 dataset
Level of theory: the ωB97M-V functional and the def2-TZVPD basis

Geometry as ORCA input:
```
! RIJCOSX wB97M-V def2-TZVPD def2/J DEFGRID3
* xyz 0 1
C 0.549 0.102 -2.683
C -0.025 -0.738 -1.564
C 0.387 0.575 0.847
C -1.170 0.815 1.200
H 0.696 1.106 -2.199
H -0.280 0.382 -3.375
H 1.496 -0.208 -3.019
H -0.150 -1.729 -1.849
H -1.021 -0.335 -1.252
H 0.996 0.445 1.750
H 0.850 1.524 0.361
H -1.789 0.367 0.406
H -1.408 1.860 1.072
F -1.471 0.501 2.501
S 0.963 -0.778 -0.075
*
```

Properties
**Structure (SMILES)**: CCSCCF
**ΔE to the lowest compared entry with this formula, charge and spin**: 31.9 kcal per mole
**LUMO level**: 0.035 Ha
**HOMO**: -8.56 eV

Record 7
Formula: C2H6N2S
Source: the Open Molecules 2025 dataset
Level of theory: the ωB97M-V functional and the def2-TZVPD basis

Geometry as ORCA input:
```
! RIJCOSX wB97M-V def2-TZVPD def2/J DEFGRID3
* xyz 0 1
C 2.124 -0.472 -0.193
C -0.261 -0.829 0.366
H 2.645 -0.697 0.991
H 2.049 -1.674 -0.682
H 2.381 0.432 -1.038
H -0.617 1.755 -0.178
H 0.486 1.632 1.259
H -0.329 -2.044 0.559
N 0.779 -0.094 -0.031
N 0.705 1.452 0.050
S -1.761 -0.069 -0.130
*
```

Properties
**ΔE to the lowest compared entry with this formula, charge and spin**: 150.9 kcal per mole
**LUMO level**: -0.010 Ha
**HOMO**: -8.33 eV

Record 8
Formula: C15H22N2O4S
Source: the Open Molecules 2025 dataset
Level of theory: the ωB97M-V functional and the def2-TZVPD basis

Geometry as ORCA input:
```
! RIJCOSX wB97M-V def2-TZVPD def2/J DEFGRID3
* xyz 0 1
C -3.905 3.807 4.329
C -2.675 4.405 3.970
O -1.695 3.341 3.878
C -1.672 2.568 2.601
C -0.861 1.518 2.433
C -0.521 0.684 1.405
C -1.222 0.932 0.247
C -2.409 1.769 0.388
C -2.491 2.597 1.472
H -3.223 3.522 1.447
H -2.887 1.864 -0.317
N -1.326 -0.182 -0.735
C -0.359 -0.503 -1.509
O -0.313 -1.394 -2.155
N 0.891 -0.164 -0.998
H 1.195 0.650 -0.298
C 2.205 -0.573 -1.551
C 2.792 -1.792 -0.586
C 1.548 -2.892 -0.092
H 1.074 -2.500 0.584
H 1.012 -3.194 -1.165
S 2.569 -4.464 0.432
C 2.741 -5.273 -1.094
H 1.920 -5.610 -1.545
H 2.917 -4.739 -1.788
H 3.324 -6.007 -0.947
H 3.053 -1.314 0.255
H 3.531 -2.409 -0.898
C 2.114 -1.202 -2.935
O 2.280 -2.260 -3.250
O 1.611 -0.301 -3.589
C 1.218 -0.660 -5.070
H 0.423 -1.195 -4.958
H 2.101 -1.108 -5.583
H 1.149 0.358 -5.624
H 3.027 0.009 -1.323
H -2.337 -0.274 -1.225
H 0.346 -0.053 1.592
H -0.031 1.319 3.484
H -2.038 4.827 4.757
H -2.598 5.101 2.997
H -4.058 3.076 3.526
H -4.586 4.514 4.378
H -3.832 3.203 5.061
*
```

Properties
**ΔE to the lowest compared entry with this formula, charge and spin**: 357.1 kcal per mole
**LUMO level**: 0.015 Ha
**HOMO**: -7.73 eV

Record 9
Formula: C63H64IN4O14SSi
Source: the Open Molecules 2025 dataset
Level of theory: the ωB97M-V functional and the def2-TZVPD basis

Geometry as ORCA input:
```
! RIJCOSX wB97M-V def2-TZVPD def2/J DEFGRID3
* xyz 1 1
C 4.862 -4.889 -0.189
C 4.122 -3.771 0.129
C 4.016 -2.600 -0.838
C 2.976 -1.549 -0.443
O 1.865 -2.278 0.083
C 2.258 -0.721 -1.607
I 3.459 -0.140 -3.295
C 1.124 -1.594 -2.165
C 1.411 -2.651 -3.024
C 0.380 -3.458 -3.469
C -0.908 -3.166 -3.044
N -1.223 -2.150 -2.251
C -0.210 -1.402 -1.833
C 1.797 0.456 -0.796
C 0.795 1.473 -1.236
C 1.567 2.704 -1.741
N 1.325 3.313 -2.814
N 2.348 0.567 0.369
C 2.033 1.565 1.384
C 0.766 1.135 2.169
O 0.608 -0.270 2.040
Si -0.944 -0.869 2.363
C -1.326 -0.847 4.198
C -0.894 -2.681 1.879
C -2.276 -0.089 1.315
C 3.388 -0.469 0.562
S 4.854 0.508 -0.085
C 3.745 -0.910 1.981
C 5.149 -1.525 2.197
C 6.186 -0.615 2.892
C 7.498 -0.414 2.112
N 8.005 -1.635 1.533
C 8.648 -2.643 2.200
C 8.983 -3.636 1.329
C 8.544 -3.220 0.039
C 7.970 -1.992 0.217
H 5.945 -4.800 -0.266
H 4.353 -5.841 -0.308
H 3.656 -3.728 1.111
H 5.029 -2.179 -0.912
H 3.792 -3.038 -1.802
H 1.789 -2.167 1.038
H 2.419 -2.861 -3.355
H 0.590 -4.304 -4.116
H -1.720 -3.803 -3.376
H -0.465 -0.599 -1.154
H 0.206 1.112 -2.074
H 0.112 1.732 -0.427
H 2.411 3.056 -1.144
H 0.529 2.887 -3.296
H 1.904 2.544 0.931
H 2.855 1.638 2.088
H 0.894 1.372 3.228
H -0.131 1.644 1.800
H -0.382 -0.953 4.739
H -1.852 0.055 4.489
H -1.957 -1.709 4.416
H -0.989 -2.786 0.794
H 0.021 -3.180 2.203
H -1.770 -3.178 2.298
H -1.979 0.074 0.276
H -3.091 -0.818 1.275
H -2.704 0.820 1.726
H 5.792 -0.430 -0.243
H 3.651 -0.085 2.686
H 3.027 -1.660 2.324
H 4.988 -2.369 2.867
H 5.573 -1.954 1.291
H 5.772 0.373 3.103
H 6.457 -1.066 3.846
H 8.242 -0.057 2.828
H 7.423 0.367 1.358
H 8.832 -2.590 3.261
H 9.495 -4.553 1.563
H 8.651 -3.722 -0.908
H 7.563 -1.415 -0.600
C 2.437 -9.221 -4.134
C 1.500 -8.406 -4.612
C 1.594 -6.940 -4.437
O 0.736 -6.195 -4.873
C 2.776 -6.408 -3.710
C 3.714 -7.219 -3.233
C 3.619 -8.694 -3.408
O 4.476 -9.428 -2.972
H 2.380 -10.296 -4.254
H 0.633 -8.775 -5.144
H 2.828 -5.333 -3.595
H 4.585 -6.854 -2.702
C -2.978 3.111 5.675
C -3.053 4.289 6.288
C -2.849 5.557 5.544
O -2.915 6.629 6.107
C -2.560 5.462 4.090
C -2.485 4.283 3.480
C -2.690 3.020 4.223
O -2.624 1.939 3.665
H -3.124 2.174 6.197
H -3.263 4.381 7.346
H -2.417 6.397 3.565
H -2.278 4.191 2.421
C -4.620 10.054 4.871
C -4.522 8.761 4.572
C -5.103 8.225 3.319
O -5.013 7.039 3.048
C -5.795 9.168 2.411
C -5.892 10.461 2.711
C -5.312 11.007 3.964
O -5.398 12.183 4.237
H -4.206 10.472 5.779
H -4.022 8.044 5.219
H -6.210 8.749 1.507
H -6.394 11.170 2.066
C -2.316 7.284 -3.597
C -1.965 8.419 -4.198
C -0.635 8.570 -4.846
O -0.316 9.602 -5.390
C 0.286 7.405 -4.799
C -0.069 6.273 -4.198
C -1.394 6.124 -3.552
O -1.711 5.085 -3.006
H -3.278 7.153 -3.119
H -2.621 9.279 -4.244
H 1.248 7.534 -5.277
H 0.581 5.408 -4.149
C -10.477 5.917 4.471
C -10.074 7.008 3.827
C -8.802 7.024 3.062
O -8.433 8.021 2.477
C -7.997 5.777 3.040
C -8.401 4.686 3.685
C -9.673 4.668 4.451
O -10.040 3.673 5.036
H -11.400 5.882 5.035
H -10.644 7.928 3.828
H -7.073 5.813 2.477
H -7.831 3.766 3.683
C -0.408 -12.153 -7.706
C -1.477 -12.395 -8.460
C -2.851 -12.150 -7.950
O -3.824 -12.371 -8.634
C -2.984 -11.623 -6.567
C -1.914 -11.382 -5.815
C -0.544 -11.627 -6.326
O 0.433 -11.404 -5.640
H 0.602 -12.324 -8.056
H -1.402 -12.778 -9.470
H -3.993 -11.452 -6.215
H -1.988 -11.000 -4.804
*
```

Properties
**LUMO level**: -0.146 Ha
**HOMO**: -10.20 eV

Record 10
Formula: C29H22Cl2F9N5O6PbS
Source: the Open Molecules 2025 dataset
Level of theory: the ωB97M-V functional and the def2-TZVPD basis

Geometry as ORCA input:
```
! RIJCOSX wB97M-V def2-TZVPD def2/J DEFGRID3
* xyz 0 1
Pb -0.038 -0.899 1.117
O 0.685 -0.133 4.624
C 0.027 0.788 4.254
O 0.554 1.787 3.479
C -1.451 1.028 4.493
C -2.279 -0.116 3.900
C -3.769 0.188 4.097
C -4.019 1.249 2.994
C -2.608 1.467 2.452
O -2.076 0.124 2.492
C -1.779 2.190 3.544
C -0.434 2.683 3.072
O -0.161 3.680 2.497
O -0.450 1.196 0.468
H -1.633 1.207 5.551
H -1.945 -1.116 4.159
H -3.969 0.558 5.102
H -4.368 -0.703 3.936
H -4.462 2.170 3.371
H -4.658 0.851 2.208
H -2.499 1.871 1.452
H -2.327 3.024 3.976
Cl 2.649 0.414 0.042
C 2.608 2.155 0.152
C 3.748 2.776 0.630
C 3.806 4.159 0.634
C 2.740 4.900 0.151
C 1.600 4.253 -0.295
Cl 0.310 5.239 -0.900
C 1.484 2.858 -0.281
S 0.014 2.045 -0.823
H 4.580 2.176 0.970
H 4.691 4.661 1.001
H 2.774 5.980 0.130
C 1.889 -2.547 -1.572
C 0.703 -1.793 -2.061
N -0.181 -1.178 -1.311
C -1.112 -0.612 -2.151
C -0.775 -0.884 -3.433
N 0.385 -1.637 -3.371
C 1.255 -1.933 -4.489
N 2.533 -1.290 -4.321
N 3.663 -2.040 -4.338
N 4.664 -1.309 -4.044
C 4.213 -0.028 -3.793
C 4.910 1.121 -3.406
C 4.170 2.260 -3.197
C 2.768 2.268 -3.360
C 2.068 1.147 -3.739
C 2.830 -0.005 -3.961
H 1.682 -2.931 -0.574
H 2.777 -1.911 -1.538
H 2.112 -3.396 -2.216
H -1.955 -0.061 -1.771
H -1.237 -0.629 -4.370
H 0.754 -1.586 -5.391
H 1.457 -2.999 -4.578
H 5.983 1.099 -3.276
H 4.662 3.173 -2.889
H 2.225 3.184 -3.163
H 0.990 1.161 -3.823
F -4.943 -3.279 0.439
C -3.877 -2.565 0.819
F -4.141 -2.080 2.047
F -3.781 -1.513 0.000
C -2.547 -3.385 0.826
O -1.485 -2.579 0.806
C -2.518 -4.293 2.095
F -2.194 -3.569 3.176
F -1.591 -5.250 1.969
F -3.691 -4.892 2.346
C -2.519 -4.287 -0.451
F -2.878 -3.574 -1.532
F -3.333 -5.349 -0.376
F -1.282 -4.742 -0.678
*
```

Properties
**ΔE to the lowest compared entry with this formula, charge and spin**: 10.4 kcal per mole
**LUMO level**: 0.011 Ha
**HOMO**: -7.48 eV

Record 11
Formula: CO4S
Source: the Open Molecules 2025 dataset
Level of theory: the ωB97M-V functional and the def2-TZVPD basis

Geometry as ORCA input:
```
! RIJCOSX wB97M-V def2-TZVPD def2/J DEFGRID3
* xyz 0 3
C -1.344 -0.065 -0.039
O 1.162 1.080 0.076
O -0.891 -1.115 -0.064
O 2.382 -1.033 0.079
O -1.834 0.968 -0.016
S 2.419 0.389 -0.064
*
```

Properties
**⟨S²⟩**: 2.012
**ΔE to the lowest compared entry with this formula, charge and spin**: 1.6 kcal per mole
**LUMO level (alpha / beta)**: 0.027 / -0.174 Ha
**HOMO (alpha / beta)**: -8.71 / -12.48 eV

Calculated M in order - 671.96, 234.71, 126.05, 98.17, 83.09, 108.18, 90.15, 326.42, 1288.28, 1017.68, 108.07 g/mol